Density functional theory data (ωB97M-V/def2-TZVPD) for a 8-piece molecular cluster, C28H46N7O12 overall in a non-equilibrium geometry.

Calculated values
- E (hartree) = -2380.0655
- strongest force on any atom (Eh/bohr) = 0.2499
- net charge = -1
- Kohn-Sham gap (eV) = 6.994
- highest occupied orbital energy (eV) = -6.0
- lowest unoccupied orbital energy (eV) = 1.04
- ΔE to the lowest compared entry with this formula, charge and spin (eV) = 1.361

CARTESIAN COORDINATES (ANGSTROEM)
C -0.400 0.721 -0.295
O -0.690 1.307 -1.410
O -1.042 -0.608 -0.197
O 0.217 1.184 0.649
H -1.356 -1.013 -1.014
C 4.481 1.096 -1.755
C 5.603 0.070 -1.847
C 5.309 -1.469 -1.440
C 3.892 -1.951 -1.295
C 2.836 -0.803 -1.228
C 3.202 0.678 -1.399
N 3.542 -3.426 -1.292
O 4.361 -4.276 -1.415
O 2.354 -3.725 -1.388
H 4.664 2.214 -1.965
H 6.473 0.347 -2.290
H 6.124 -2.276 -1.503
H 1.817 -0.822 -1.089
H 2.392 1.458 -1.372
C 2.913 -1.540 1.933
C 3.593 -0.181 1.752
C 5.242 -0.130 1.871
C 5.912 -1.456 2.119
C 5.016 -2.628 2.633
C 3.555 -2.556 2.392
N 7.346 -1.601 2.220
O 7.803 -2.583 2.645
O 7.893 -0.543 2.236
H 1.828 -1.402 1.745
H 3.003 0.556 1.256
H 5.820 0.672 1.572
H 5.523 -3.540 2.960
H 3.081 -3.516 2.504
C -3.249 -2.383 -1.637
O -4.185 -1.654 -2.030
N -2.051 -2.437 -2.281
C -1.013 -3.262 -1.711
C -1.745 -1.508 -3.367
H -3.614 -3.111 -1.086
H -0.008 -2.999 -1.830
H -1.166 -4.424 -1.993
H -1.007 -3.255 -0.583
H -0.959 -0.765 -3.036
H -2.510 -1.123 -3.902
H -1.262 -2.047 -4.017
C 0.310 1.168 6.017
O 0.197 2.342 5.649
N 0.309 0.149 5.175
C 0.300 -1.318 5.549
C 0.470 0.524 3.725
H 0.390 0.715 7.146
H -0.212 -1.964 4.836
H -0.094 -1.587 6.487
H 1.277 -1.588 5.573
H -0.297 1.267 3.572
H 0.112 -0.399 3.196
H 1.372 1.072 3.581
C -2.091 -2.371 2.514
O -1.467 -3.401 2.577
N -3.397 -2.168 2.451
C -4.053 -0.905 1.965
C -4.319 -3.315 2.764
H -1.652 -1.516 2.199
H -4.179 -0.198 2.879
H -4.795 -1.297 1.156
H -3.373 -0.297 1.437
H -4.767 -3.724 1.899
H -5.162 -3.125 3.466
H -3.969 -4.110 2.949
C -2.888 5.867 -1.447
O -3.238 5.174 -2.310
N -1.899 5.467 -0.491
C -1.666 6.181 0.765
C -1.182 4.207 -0.714
H -3.135 6.957 -1.068
H -0.786 5.812 1.357
H -2.424 6.283 1.400
H -1.469 7.150 0.279
H -1.459 3.746 -1.636
H -1.524 3.380 0.056
H -0.201 4.260 -0.897
C -4.474 2.637 -5.576
O -5.018 2.518 -6.708
N -3.360 2.017 -5.190
C -2.697 2.123 -4.004
C -2.616 1.082 -6.262
H -4.930 3.222 -4.744
H -2.380 3.199 -3.574
H -1.844 1.640 -4.087
H -3.342 1.583 -3.252
H -3.473 0.195 -6.234
H -1.739 0.678 -5.861
H -2.705 1.370 -7.382

Density functional theory data (ωB97M-V/def2-TZVPD) for C28H47BeBrNP3 as an isolated structure in a non-equilibrium geometry.

Calculated values
- E (hartree) = -4762.0204
- strongest force on any atom (Eh/bohr) = 0.0569
- net charge = +2
- Kohn-Sham gap (alpha / beta) (eV) = 5.157 / 5.526
- highest occupied orbital energy (alpha / beta) (eV) = -13.9 / -14.3
- lowest unoccupied orbital energy (alpha / beta) (eV) = -8.76 / -8.79
- ΔE to the lowest compared entry with this formula, charge and spin (eV) = 0.000

CARTESIAN COORDINATES (ANGSTROEM)
C -1.089 -4.802 2.255
C -0.968 -4.543 0.867
C -1.673 -5.384 -0.032
C -2.435 -6.426 0.495
N -2.535 -6.655 1.793
C -1.889 -5.883 2.662
C -0.124 -3.473 0.391
C 0.680 -2.597 0.051
C 1.804 -1.880 -0.432
C 1.581 -0.677 -1.126
C 2.628 0.233 -1.312
C 3.755 -0.024 -0.551
C 4.135 -1.312 -0.183
C 3.123 -2.282 -0.157
Be 4.090 1.010 0.734
P -1.390 0.028 0.278
H -1.615 -5.283 -1.121
H -0.556 -4.237 3.013
H -2.979 -7.111 -0.155
H -2.000 -6.129 3.719
H 3.308 -3.329 0.110
H 0.568 -0.489 -1.494
H 5.149 -1.543 0.141
H 2.497 1.168 -1.849
C -2.480 1.527 0.365
C -3.991 1.339 0.303
H -2.149 2.144 -0.489
H -2.200 2.076 1.277
H -4.465 2.329 0.304
H -4.316 0.826 -0.610
H -4.383 0.798 1.172
C -2.364 -1.227 -0.676
C -3.406 -2.044 0.073
H -1.592 -1.903 -1.071
H -2.816 -0.709 -1.535
H -3.797 -2.819 -0.599
H -2.977 -2.569 0.932
H -4.262 -1.446 0.407
C -1.333 -0.661 1.997
C -2.542 -0.423 2.897
H -0.433 -0.223 2.458
H -1.107 -1.729 1.884
H -2.305 -0.794 3.903
H -2.797 0.639 2.990
H -3.428 -0.971 2.556
Br 5.760 1.781 1.605
P -0.628 0.912 -3.055
C -2.320 1.122 -3.770
C -2.459 2.055 -4.976
H -2.940 1.502 -2.934
H -2.706 0.117 -4.016
H -3.528 2.128 -5.238
H -2.095 3.069 -4.754
H -1.928 1.671 -5.862
C 0.299 2.462 -3.454
C 1.041 2.534 -4.783
H 1.016 2.565 -2.623
H -0.411 3.300 -3.362
H 1.533 3.512 -4.854
H 1.823 1.772 -4.868
H 0.370 2.449 -5.648
C 0.185 -0.395 -4.097
C -0.328 -0.634 -5.510
H 0.062 -1.318 -3.506
H 1.262 -0.174 -4.106
H 0.206 -1.503 -5.917
H -1.399 -0.867 -5.526
H -0.126 0.211 -6.180
C 2.866 3.810 1.370
P 2.385 2.057 1.672
C 2.892 1.602 3.382
C 0.636 2.447 2.097
H 3.898 3.890 1.009
H 2.740 4.370 2.307
H 2.183 4.208 0.603
H 2.790 2.482 4.031
H 2.249 0.781 3.738
H 3.937 1.258 3.386
H 0.685 3.216 2.899
H 0.108 2.856 1.221
H 0.089 1.572 2.476

Density functional theory data (ωB97M-V/def2-TZVPD) for C28H47BiNO2P2 as an isolated structure in a non-equilibrium geometry.

Calculated values
- E (hartree) = -2197.1835
- strongest force on any atom (Eh/bohr) = 0.0743
- net charge = +1
- Kohn-Sham gap (alpha / beta) (eV) = 5.848 / 5.987
- highest occupied orbital energy (alpha / beta) (eV) = -8.7 / -8.8
- lowest unoccupied orbital energy (alpha / beta) (eV) = -2.83 / -2.83
- ΔE to the lowest compared entry with this formula, charge and spin (eV) = 3.994

CARTESIAN COORDINATES (ANGSTROEM)
Bi 0.417 -0.155 0.431
C 0.734 2.197 3.824
C -0.636 2.460 3.544
C -0.533 0.505 4.744
C 0.794 0.985 4.570
C -1.419 1.413 4.102
C 1.896 3.015 3.418
H 1.673 3.629 2.542
H 2.768 2.398 3.175
H 2.199 3.702 4.220
C 2.007 0.277 5.030
H 2.906 0.862 4.810
H 2.100 -0.700 4.530
H 1.982 0.088 6.113
C -0.884 -0.752 5.428
H -0.467 -0.784 6.441
H -0.492 -1.617 4.877
H -1.967 -0.867 5.501
C -2.887 1.263 4.024
H -3.398 1.616 4.933
H -3.170 0.210 3.887
H -3.300 1.825 3.180
C -1.156 3.617 2.783
H -1.462 4.447 3.439
H -2.036 3.334 2.193
H -0.401 4.011 2.094
C 1.181 0.018 -4.536
C 1.473 1.242 -3.862
C 0.772 2.524 -4.382
C -0.776 2.446 -4.465
C -1.442 1.471 -3.531
C -1.758 0.210 -3.848
C -1.334 -0.476 -5.113
C 0.161 -0.237 -5.571
H 1.170 2.737 -5.383
H -1.076 2.276 -5.520
H 1.054 3.418 -3.812
H 0.170 0.524 -6.366
H 1.878 -0.814 -4.409
H 2.544 1.508 -3.717
H 0.450 -1.172 -6.090
H -1.434 -1.563 -4.977
H -2.493 -0.344 -3.256
H -2.025 -0.238 -5.948
H -1.186 3.440 -4.226
H -1.866 1.888 -2.607
P 1.357 0.359 -2.113
P -1.832 -1.233 -0.130
C 0.263 -1.385 -2.210
C -1.006 -2.031 -1.573
H 1.040 -2.154 -2.338
H -0.129 -1.183 -3.227
H -1.810 -2.041 -2.335
H -0.846 -3.098 -1.318
C -2.493 -2.620 0.834
H -3.101 -2.199 1.654
H -1.676 -3.225 1.264
H -3.117 -3.268 0.196
C -3.139 -0.075 -0.647
H -3.922 -0.627 -1.204
H -2.748 0.741 -1.283
H -3.562 0.361 0.277
C 3.064 -0.123 -1.721
H 3.439 0.341 -0.793
H 3.730 0.193 -2.533
H 3.197 -1.212 -1.607
C 0.705 1.948 -1.457
H 0.392 2.033 -0.399
H -0.166 2.230 -2.050
H 1.454 2.728 -1.655
O 2.572 -3.115 -1.146
C 2.133 -3.202 -0.009
C 2.188 -4.454 0.830
C 1.775 -4.018 2.206
C 1.203 -2.639 1.998
O 0.516 -1.966 2.780
N 1.485 -2.209 0.724
H 1.473 -5.175 0.410
H 3.181 -4.909 0.804
H 1.018 -4.658 2.669
H 2.632 -3.953 2.887

Density functional theory data (ωB97M-V/def2-TZVPD) for C28H47BrN2OP2Zr as an isolated structure in a non-equilibrium geometry.

Calculated values
- E (hartree) = -4581.9112
- strongest force on any atom (Eh/bohr) = 0.0541
- net charge = +4
- Kohn-Sham gap (alpha / beta) (eV) = 3.074 / 3.076
- highest occupied orbital energy (alpha / beta) (eV) = -17.9 / -17.9
- lowest unoccupied orbital energy (alpha / beta) (eV) = -14.85 / -14.85
- ΔE to the lowest compared entry with this formula, charge and spin (eV) = 0.279

CARTESIAN COORDINATES (ANGSTROEM)
N -5.965 4.328 -4.105
C -5.787 4.730 -2.843
C -5.044 3.981 -1.942
C -4.398 2.785 -2.323
C -4.626 2.385 -3.662
C -5.430 3.179 -4.506
C -3.492 2.179 -1.351
Zr -0.520 0.780 0.388
P 5.131 -0.668 0.352
C -2.546 1.182 -1.590
C -1.167 1.666 -1.705
C -0.248 0.983 -2.540
C 1.145 1.352 -2.497
C 1.431 2.267 -1.544
C 0.646 3.113 -0.781
C -0.749 2.749 -0.810
Br 2.022 0.856 0.566
H -3.408 2.754 -0.415
H -2.827 0.255 -2.109
H -4.883 4.368 -0.950
H -4.146 1.524 -4.116
H -6.233 5.694 -2.568
H -5.604 2.877 -5.551
H -0.722 0.346 -3.277
H -1.481 3.341 -0.256
H 1.851 0.868 -3.140
H 0.953 3.928 -0.142
P -0.847 -1.762 -0.156
C 5.075 1.163 0.381
C 6.432 1.739 0.010
H 4.797 1.500 1.394
H 4.339 1.515 -0.350
H 6.438 2.813 0.224
H 7.226 1.253 0.590
H 6.636 1.585 -1.056
C 4.213 -1.082 -1.183
C 5.083 -2.123 -1.889
H 4.084 -0.177 -1.797
H 3.224 -1.475 -0.929
H 4.754 -2.263 -2.923
H 6.138 -1.805 -1.902
H 5.039 -3.090 -1.369
C 4.057 -1.350 1.677
C 4.937 -1.920 2.784
H 3.432 -2.147 1.240
H 3.414 -0.551 2.041
H 4.390 -2.684 3.356
H 5.839 -2.399 2.367
H 5.262 -1.131 3.477
C -0.725 -3.005 1.199
C -1.545 -4.289 1.017
H -0.991 -2.493 2.137
H 0.342 -3.259 1.273
H -2.580 -4.156 1.356
H -1.549 -4.667 -0.016
H -1.099 -5.068 1.645
C 0.286 -2.499 -1.398
C -0.046 -2.275 -2.855
H 0.296 -3.566 -1.163
H 1.281 -2.093 -1.162
H -1.075 -2.560 -3.118
H 0.147 -1.233 -3.132
H 0.626 -2.897 -3.466
C -2.565 -2.014 -0.780
C -3.622 -1.673 0.255
H -2.621 -3.049 -1.127
H -2.672 -1.368 -1.655
H -4.535 -1.327 -0.244
H -3.912 -2.556 0.829
H -3.297 -0.893 0.965
C -0.385 -0.184 4.993
N -1.536 0.626 4.561
C -2.548 0.977 5.554
C -1.625 1.204 3.381
O -0.941 0.863 2.355
H -0.540 -0.406 6.049
H 0.572 0.344 4.893
H -0.292 -1.138 4.460
H -2.600 2.064 5.658
H -3.525 0.634 5.201
H -2.274 0.492 6.485
H -2.315 2.051 3.280

Density functional theory data (ωB97M-V/def2-TZVPD) for C28H47FeNP2Si as an isolated structure.

Calculated values
- E (hartree) = -3385.5832
- multiplicity = 6
- strongest force on any atom (Eh/bohr) = 0.0183
- net charge = +1
- Kohn-Sham gap (alpha / beta) (eV) = 8.116 / 6.028
- highest occupied orbital energy (alpha / beta) (eV) = -10.2 / -10.3
- lowest unoccupied orbital energy (alpha / beta) (eV) = -2.04 / -4.29
- ΔE to the lowest compared entry with this formula, charge and spin (eV) = 0.000

CARTESIAN COORDINATES (ANGSTROEM)
Fe 0.050 0.244 -0.500
C 3.745 0.792 -1.684
C 3.519 -0.713 -1.553
C 3.351 -1.358 -2.932
P 2.056 -1.081 -0.521
C 1.908 -2.906 -0.463
C 0.734 -3.333 0.422
C 3.209 -3.565 -0.010
C 2.437 -0.512 1.159
C 3.727 -0.314 1.648
C 3.927 0.218 2.910
C 2.823 0.586 3.672
C 1.533 0.403 3.198
C 1.318 -0.178 1.946
N 0.058 -0.353 1.338
C -1.059 -0.886 1.985
C -1.038 -1.354 3.306
C -2.159 -1.926 3.879
C -3.340 -2.078 3.162
C -3.359 -1.674 1.842
C -2.243 -1.084 1.244
P -2.189 -0.747 -0.526
C -2.692 -2.328 -1.340
C -4.183 -2.435 -1.660
C -1.848 -2.578 -2.592
C -3.426 0.558 -0.998
C -4.327 0.997 0.154
C -2.712 1.760 -1.608
H 4.692 0.979 -2.193
H 3.775 1.304 -0.721
H 2.961 1.247 -2.296
H 4.384 -1.167 -1.061
H 2.412 -1.053 -3.403
H 3.367 -2.447 -2.888
H 4.162 -1.043 -3.589
H 1.690 -3.203 -1.494
H 0.928 -3.093 1.470
H 0.594 -4.412 0.344
H -0.200 -2.846 0.142
H 3.492 -3.226 0.989
H 4.040 -3.374 -0.689
H 3.067 -4.647 0.036
H 4.586 -0.573 1.040
H 4.929 0.361 3.290
H 2.969 1.036 4.646
H 0.691 0.739 3.787
H -0.127 -1.303 3.881
H -2.103 -2.276 4.903
H -4.213 -2.528 3.615
H -4.257 -1.842 1.258
H -2.437 -3.076 -0.585
H -4.434 -1.874 -2.562
H -4.833 -2.089 -0.856
H -4.428 -3.481 -1.854
H -2.008 -1.791 -3.334
H -2.129 -3.526 -3.055
H -0.781 -2.615 -2.363
H -4.041 0.108 -1.779
H -3.739 1.355 1.002
H -4.966 0.192 0.517
H -4.975 1.811 -0.177
H -2.131 2.288 -0.849
H -3.430 2.474 -2.018
H -2.040 1.480 -2.424
C -0.566 4.425 -2.047
Si 0.239 4.142 -0.397
C -0.868 4.643 0.995
C 1.859 5.039 -0.324
C 0.688 2.332 -0.159
H -0.418 5.463 -2.355
H -1.640 4.240 -2.014
H -0.134 3.788 -2.824
H -1.074 5.715 0.944
H -0.403 4.438 1.962
H -1.826 4.118 0.960
H 1.676 6.114 -0.409
H 2.517 4.744 -1.145
H 2.384 4.858 0.616
H 0.863 1.990 0.859
H 1.416 1.906 -0.870

Which of these has the highest strongest force on any atom?
C28H46N7O12

Look up the strongest force on any atom of the third one.
0.0743 Eh/bohr

Look up the E of the fifth one.
-3385.5832 hartree